[1]
C48H60F6N5O4P2RbSe2 | the ωB97M-V functional and the def2-TZVPD basis

The total energy comes out at -8548.8662 a.u. The relative energy (zero: lowest compared OMol25 entry of this formula, charge and spin) comes out at 38.12 kcal per mole. As for the net charge: -1. As for the spin multiplicity: 2. As for the expectation value of S²: 0.850. The HOMO energy (alpha / beta) comes out at -4.03 / -4.42 eV. For the orbital gap (alpha / beta), the calculation gives 5.31 / 4.52 eV.

CARTESIAN COORDINATES (ANGSTROEM)
1 Rb 14.3922 15.2552 14.1585
2 C 21.4352 15.0945 14.7019
3 C 20.2460 16.0140 14.3453
4 C 19.1744 15.4306 13.4693
5 C 18.7235 15.9111 12.2755
6 C 19.4296 16.9549 11.4706
7 C 18.6784 18.3108 11.4880
8 C 17.4095 15.3442 12.0625
9 N 17.1553 14.4983 12.9968
10 C 18.1294 14.5027 13.9221
11 C 18.0722 13.8472 15.1096
12 C 17.1170 12.8917 15.4948
13 C 17.4492 11.8941 16.4769
14 C 18.8226 11.6809 17.0713
15 C 19.6712 10.8812 16.0978
16 C 16.3015 11.1869 16.6829
17 C 15.3571 11.6636 15.7006
18 C 14.0691 11.0895 15.4778
19 C 13.2368 11.4407 14.4757
20 N 13.5441 12.3366 13.4525
21 C 12.6348 12.2559 12.5141
22 C 12.6767 12.8914 11.2599
23 C 13.6889 13.7600 10.8069
24 N 14.8237 14.1612 11.4633
25 C 15.5801 14.7837 10.5313
26 C 16.7953 15.3835 10.7662
27 C 15.0458 14.5703 9.1882
28 C 13.8513 13.9516 9.3363
29 C 12.9193 13.4994 8.2483
30 C 13.0557 11.9932 7.8710
31 C 15.7693 15.0080 8.0125
32 C 16.9116 14.0051 7.6666
33 C 11.6943 11.1067 12.8672
34 C 12.1153 10.5773 14.0533
35 C 11.6934 9.4027 14.8142
36 C 12.6523 8.1637 14.7322
37 C 10.4735 10.7264 12.0505
38 C 9.0806 11.1094 12.6933
39 N 15.8398 12.7579 15.0552
40 C 15.8991 10.0879 17.6528
41 C 15.9107 8.6057 17.0273
42 H 22.1544 15.5104 15.4467
43 H 22.0565 14.8745 13.8004
44 H 21.1375 14.0786 14.9713
45 H 20.5750 16.8937 13.8738
46 H 19.7216 16.3672 15.2952
47 H 19.6886 16.6627 10.4606
48 H 20.4201 17.0447 11.8635
49 H 17.7469 18.2619 10.9359
50 H 19.3134 19.0846 11.0850
51 H 18.4008 18.5684 12.4918
52 H 18.9361 13.9886 15.8036
53 H 18.7867 11.1510 18.0342
54 H 19.2227 12.6781 17.2231
55 H 19.3308 9.8945 15.7913
56 H 20.7291 10.7939 16.4567
57 H 19.6409 11.2464 15.0787
58 H 13.6781 10.3135 16.2001
59 H 12.0048 12.5813 10.4301
60 H 17.4250 15.9172 9.9944
61 H 13.1413 14.1650 7.3716
62 H 11.8968 13.7657 8.5135
63 H 14.1009 11.7095 7.8968
64 H 12.6410 11.7782 6.8798
65 H 12.5127 11.4051 8.5926
66 H 16.2178 15.9868 8.2069
67 H 15.1032 15.2253 7.1415
68 H 17.6149 13.7218 8.4638
69 H 17.5384 14.3001 6.7877
70 H 16.4305 13.0040 7.3745
71 H 10.6514 9.0299 14.6475
72 H 11.6954 9.8103 15.8295
73 H 12.7417 7.8129 13.6738
74 H 12.3412 7.4044 15.4160
75 H 13.6971 8.4502 14.9388
76 H 10.3615 9.6314 11.9125
77 H 10.4870 11.1818 11.0765
78 H 8.9512 10.5445 13.6015
79 H 8.2470 10.8574 12.0029
80 H 9.0519 12.1651 12.9360
81 H 14.9397 10.2636 18.1600
82 H 16.6226 10.0733 18.4709
83 H 15.5030 8.6298 15.9784
84 H 15.4790 7.8847 17.7061
85 H 16.9911 8.3586 17.0598
86 Se 9.3549 16.2387 12.6488
87 P 9.8806 16.6312 14.6331
88 Se 11.7555 17.7612 14.8202
89 C 8.5733 17.6563 15.4080
90 C 7.3393 17.0419 15.5918
91 C 6.3302 17.7712 16.2010
92 C 6.5021 19.1166 16.5304
93 C 7.7419 19.7534 16.2523
94 C 8.7627 18.9828 15.7052
95 C 10.0124 15.2350 15.8565
96 C 9.8030 13.9134 15.5107
97 C 9.7007 12.9199 16.5064
98 C 9.8966 13.2924 17.8449
99 C 10.0785 14.6048 18.1681
100 C 10.1073 15.6040 17.2126
101 H 7.1626 16.0427 15.2775
102 H 5.4100 17.2115 16.3496
103 H 5.7941 19.7680 17.0365
104 H 7.8909 20.7856 16.4711
105 H 9.7316 19.4893 15.5059
106 H 9.7393 13.5800 14.4914
107 H 9.6707 11.8592 16.2541
108 H 10.0051 12.5461 18.6036
109 H 10.2771 14.8278 19.2251
110 H 10.2040 16.6514 17.4769
111 O 12.3993 11.4370 18.8766
112 H 12.6397 12.2064 18.3360
113 H 11.8116 11.7136 19.6185
114 O 13.0731 13.8242 16.8570
115 H 13.4837 13.2606 16.1497
116 H 13.7506 14.3848 17.2107
117 O 12.8165 16.7731 11.6573
118 H 12.0474 16.1685 11.7658
119 H 13.4979 16.1198 11.2969
120 F 15.6093 15.3849 16.7491
121 P 15.8474 16.9711 16.8991
122 F 17.3399 16.5744 17.4551
123 F 16.1290 18.5608 17.0172
124 F 16.3742 17.0188 15.3564
125 F 15.3028 16.9607 18.3808
126 F 14.3351 17.1696 16.3446
127 O 12.3078 20.1365 13.6971
128 N 11.3554 19.4902 13.7533

[2]
C34H82F6N5O2P | the ωB97M-V functional and the def2-TZVPD basis

The total energy comes out at -2706.9220 a.u. The relative energy (zero: lowest compared OMol25 entry of this formula, charge and spin) comes out at 914.16 kcal per mole. As for the net charge: +4. As for the spin multiplicity: 1. The HOMO energy comes out at -18.55 eV. For the orbital gap, the calculation gives 10.03 eV.

CARTESIAN COORDINATES (ANGSTROEM)
1 P 13.3221 -0.8360 9.2708
2 F 14.6323 -0.5218 8.2601
3 F 13.3435 0.5949 10.1128
4 F 12.2690 -0.2959 8.1866
5 F 12.1136 -1.3430 10.2369
6 F 13.1544 -2.3055 8.5584
7 F 14.3296 -1.4638 10.4050
8 C 16.0583 0.5016 10.9680
9 N 15.0614 1.3273 11.8114
10 C 15.8459 1.7485 13.1239
11 C 14.8003 2.5459 10.9607
12 C 13.7574 0.5015 12.0707
13 C 13.1609 0.4522 13.4989
14 O 12.9048 1.6669 14.1157
15 H 16.9618 1.0702 10.7479
16 H 15.5761 0.2466 10.0243
17 H 16.2095 -0.3914 11.5745
18 H 16.8363 2.0226 12.7603
19 H 15.8133 0.8454 13.7334
20 H 15.1948 2.4741 13.6114
21 H 14.3402 2.2609 10.0146
22 H 15.6552 3.1916 10.7604
23 H 14.1355 3.1592 11.5691
24 H 13.9400 -0.5073 11.7004
25 H 12.9804 0.8579 11.3945
26 H 13.8471 -0.0973 14.1435
27 H 12.2793 -0.1818 13.4046
28 H 12.5750 1.4771 14.9970
29 C 11.5603 -3.0960 10.0004
30 N 10.9734 -3.2148 11.4000
31 C 11.0777 -1.8550 12.0778
32 C 9.4972 -3.5878 11.4045
33 C 11.8044 -4.3003 12.2284
34 C 11.7380 -5.7574 11.7233
35 O 12.4083 -5.9075 10.4604
36 H 11.2359 -2.2294 9.4243
37 H 11.3761 -4.0372 9.4824
38 H 12.6348 -2.9197 10.0496
39 H 12.0962 -1.5493 11.8382
40 H 10.8729 -1.8882 13.1478
41 H 10.3354 -1.1944 11.6297
42 H 8.9599 -2.8809 10.7723
43 H 9.0552 -3.6190 12.4004
44 H 9.5016 -4.5946 10.9869
45 H 11.2542 -4.2205 13.1659
46 H 12.7870 -3.8357 12.3110
47 H 10.7088 -6.1141 11.7649
48 H 12.1441 -6.3792 12.5211
49 H 12.6582 -6.8189 10.2913
50 C 16.4430 0.7444 6.3566
51 C 16.3661 -0.7147 6.7475
52 C 16.7434 -1.0508 8.2401
53 N 16.7079 -2.5256 8.6119
54 C 17.6713 -3.3089 7.7969
55 C 17.0310 -2.6888 10.1057
56 C 16.4840 -4.0779 10.5618
57 C 15.1502 -4.1721 9.7441
58 C 15.3254 -3.1869 8.5817
59 H 16.2020 0.8530 5.2991
60 H 17.4914 0.9983 6.5130
61 H 15.8248 1.3548 7.0148
62 H 17.0154 -1.2495 6.0543
63 H 15.3420 -1.0265 6.5424
64 H 16.1265 -0.5901 9.0116
65 H 17.7937 -0.8521 8.4538
66 H 18.6478 -2.8253 7.7718
67 H 17.3733 -3.3233 6.7485
68 H 17.8625 -4.2849 8.2429
69 H 18.0723 -2.4617 10.3339
70 H 16.5238 -1.9187 10.6870
71 H 17.2821 -4.8062 10.4173
72 H 16.3314 -3.9821 11.6368
73 H 15.0702 -5.2168 9.4437
74 H 14.2943 -3.8996 10.3616
75 H 15.2412 -3.5088 7.5437
76 H 14.5673 -2.4200 8.7409
77 C 13.7771 1.0273 8.3893
78 C 14.3436 2.0871 7.4657
79 C 15.0079 3.2405 8.2228
80 N 15.8793 4.2393 7.3719
81 C 16.9457 3.4343 6.5448
82 C 16.6111 5.1858 8.2968
83 C 16.8847 6.3995 7.4507
84 C 15.8832 6.3455 6.3119
85 C 15.0460 5.1712 6.5364
86 H 13.0163 0.4560 7.8576
87 H 13.1790 1.5413 9.1418
88 H 14.5015 0.3877 8.8936
89 H 13.4886 2.5661 6.9887
90 H 14.9098 1.5426 6.7101
91 H 15.7915 2.7467 8.7975
92 H 14.3610 3.8528 8.8511
93 H 17.5397 4.1365 5.9598
94 H 16.6293 2.6578 5.8483
95 H 17.5774 2.8736 7.2338
96 H 17.4568 4.7383 8.8191
97 H 15.7783 5.4140 8.9620
98 H 17.9171 6.6005 7.1645
99 H 16.5855 7.3275 7.9381
100 H 16.3789 6.3005 5.3422
101 H 15.3041 7.2686 6.3386
102 H 14.5932 4.5528 5.7614
103 H 14.2129 5.4450 7.1837
104 C 10.2545 2.7885 6.2889
105 C 9.7734 1.3190 6.1290
106 C 10.0023 0.3832 7.2651
107 N 10.0460 -1.1471 6.9219
108 C 8.7987 -1.6836 6.2054
109 C 11.3894 -1.4381 6.1554
110 C 11.9392 -2.7837 6.7260
111 C 10.9525 -3.3313 7.7667
112 C 10.2484 -1.9746 8.1973
113 H 9.8701 3.2610 7.1929
114 H 10.0399 3.3725 5.3939
115 H 11.3325 2.7222 6.4359
116 H 10.3286 0.9077 5.2860
117 H 8.7285 1.2902 5.8200
118 H 9.2873 0.4216 8.0870
119 H 10.8929 0.6736 7.8224
120 H 8.7996 -2.7413 5.9420
121 H 8.6785 -1.1823 5.2450
122 H 8.0074 -1.3569 6.8800
123 H 11.2346 -1.5102 5.0789
124 H 12.0888 -0.6190 6.3229
125 H 12.1967 -3.5577 6.0030
126 H 12.8791 -2.4560 7.1703
127 H 10.3083 -4.0961 7.3330
128 H 11.4474 -3.8816 8.5670
129 H 9.3974 -2.2055 8.8379
130 H 10.8841 -1.3688 8.8430

[3]
C15H20I2N3OYb | the ωB97M-V functional and the def2-TZVPD basis

The total energy comes out at -2576.8594 a.u. As for the net charge: -2. As for the spin multiplicity: 2. As for the expectation value of S²: 0.760. The HOMO energy (alpha / beta) comes out at 1.71 / 1.47 eV. For the orbital gap (alpha / beta), the calculation gives 2.17 / 2.30 eV.

CARTESIAN COORDINATES (ANGSTROEM)
1 C 2.4809 -4.5406 -4.8066
2 I 0.7795 -4.8608 -3.5169
3 H 3.0083 -3.6675 -4.4297
4 H 2.0954 -4.3760 -5.8099
5 H 3.0956 -5.4361 -4.7535
6 C -1.7826 2.8383 -3.2938
7 C -0.6669 1.3754 -1.9565
8 N -1.8062 2.1093 -2.1138
9 H -0.1909 2.8871 -4.8416
10 I 0.6101 2.5834 0.8210
11 N 0.0567 1.6484 -3.0809
12 H -2.5929 3.4856 -3.5894
13 Yb -0.1154 0.2482 -0.3369
14 C -0.6050 -1.3206 -1.1136
15 O -0.9198 -2.3273 -1.6118
16 C -0.6059 2.5463 -3.9064
17 C 1.3905 1.1102 -3.3196
18 H 2.1385 1.9029 -3.2277
19 H 1.4406 0.6602 -4.3150
20 H 1.5648 0.3541 -2.5504
21 C -2.8521 2.1787 -1.0996
22 H -3.8336 2.0956 -1.5746
23 H -2.7746 3.1170 -0.5436
24 H -2.6846 1.3449 -0.4144
25 C -2.0601 0.3979 2.2757
26 C -0.9166 0.1131 3.2041
27 C -1.0474 0.5431 4.5352
28 C -0.0487 0.2820 5.4689
29 C 1.0942 -0.4188 5.0919
30 C 1.2577 -0.8579 3.7690
31 C 2.5273 -1.5890 3.4222
32 C 0.2550 -0.5855 2.8082
33 N 0.4693 -0.9906 1.4615
34 H -2.9894 -0.0466 2.6911
35 H -1.9153 -0.0513 1.2807
36 H -2.2038 1.4945 2.1737
37 H -1.9344 1.0789 4.8520
38 H -0.1626 0.6193 6.4910
39 H 1.8604 -0.6136 5.8316
40 H 3.3998 -0.9336 3.6292
41 H 2.6093 -2.5054 4.0431
42 H 2.5741 -1.8922 2.3563

[4]
C52H77AsBN7OPSSn | the ωB97M-V functional and the def2-TZVPD basis

The total energy comes out at -5700.5970 a.u. The relative energy (zero: lowest compared OMol25 entry of this formula, charge and spin) comes out at 71.77 kcal per mole. As for the net charge: -2. As for the spin multiplicity: 2. As for the expectation value of S²: 0.756. The HOMO energy (alpha / beta) comes out at -0.12 / -1.20 eV. For the orbital gap (alpha / beta), the calculation gives 3.97 / 5.04 eV.

CARTESIAN COORDINATES (ANGSTROEM)
1 Sn 1.0241 -0.6858 0.6197
2 C 6.3437 1.6517 0.5162
3 C 5.4015 0.6227 0.7305
4 N 4.1625 1.0452 0.5229
5 N 4.2698 2.3415 0.1559
6 C 5.5678 2.7312 0.1589
7 B 3.0604 3.3296 0.0873
8 N 2.3018 3.3517 1.4549
9 C 2.6304 4.1519 2.4986
10 C 2.0875 3.6073 3.6425
11 C 1.4356 2.4397 3.1820
12 N 1.5751 2.2933 1.8744
13 N 2.0796 3.0026 -1.0578
14 C 1.5209 3.9339 -1.8625
15 C 0.7288 3.2839 -2.7857
16 C 0.8805 1.9184 -2.4568
17 N 1.6811 1.7571 -1.4127
18 H 7.4180 1.6119 0.6050
19 H 5.5652 -0.4010 1.0460
20 H 5.8406 3.7398 -0.1150
21 H 3.5206 4.4388 -0.0963
22 H 3.2296 5.0394 2.3507
23 H 2.1404 4.0020 4.6465
24 H 0.9162 1.6719 3.7386
25 H 1.7259 4.9854 -1.7212
26 H 0.1486 3.7248 -3.5819
27 H 0.4695 1.0323 -2.9225
28 S -1.1920 -3.9116 0.7910
29 C -0.0120 -2.8464 0.7528
30 C -0.8771 1.3495 5.8068
31 N -1.6161 0.1543 5.4484
32 C -3.0283 0.4381 5.3549
33 C -1.1096 -0.4752 4.2231
34 C 0.2750 -1.0916 4.3365
35 C 0.6744 -1.5892 5.5820
36 C 1.8949 -2.2387 5.7271
37 C 2.7039 -2.3996 4.6085
38 C 2.2757 -1.9082 3.3770
39 C 1.0571 -1.2388 3.1756
40 H -1.2752 1.7606 6.7387
41 H -0.9378 2.1312 5.0304
42 H 0.1742 1.0995 5.9586
43 H -3.3912 0.8413 6.3039
44 H -3.5794 -0.4806 5.1383
45 H -3.2737 1.1743 4.5668
46 H -1.1138 0.2189 3.3647
47 H -1.8080 -1.2823 3.9879
48 H 0.0259 -1.4507 6.4433
49 H 2.2028 -2.6211 6.6945
50 H 3.6635 -2.9020 4.6961
51 H 2.9382 -2.0554 2.5223
52 O -1.3107 0.2305 0.3218
53 P -2.6662 0.8246 0.0864
54 C -2.3754 2.6382 -0.0643
55 C -3.5645 3.6227 -0.0579
56 C -3.8927 4.2089 1.3243
57 C -2.6414 4.7477 2.0172
58 C -1.6382 3.6117 2.1956
59 C -1.1953 3.0848 0.8355
60 C -3.7521 0.3704 1.4882
61 C -5.1820 0.9465 1.6277
62 C -6.3392 0.0388 1.1859
63 C -6.1444 -1.4211 1.5903
64 C -4.8045 -1.9255 1.0560
65 C -3.6728 -1.1559 1.7282
66 C -3.3025 0.1736 -1.4995
67 C -4.7504 0.4799 -1.9260
68 C -4.8951 0.3260 -3.4401
69 C -4.1037 1.4182 -4.1660
70 C -2.7220 1.6596 -3.5123
71 C -2.2916 0.4934 -2.6222
72 H -1.9574 2.6228 -1.0765
73 H -4.4605 3.1526 -0.4751
74 H -3.3184 4.4575 -0.7255
75 H -4.3292 3.4413 1.9681
76 H -4.6433 4.9954 1.2035
77 H -2.9002 5.1997 2.9782
78 H -2.1903 5.5279 1.3930
79 H -2.1200 2.8023 2.7609
80 H -0.7622 3.9251 2.7692
81 H -0.4954 2.2608 0.9577
82 H -0.6462 3.8742 0.3089
83 H -3.1374 0.8334 2.2693
84 H -5.2699 1.8930 1.0913
85 H -5.3288 1.1795 2.6884
86 H -6.4513 0.0801 0.1030
87 H -7.2662 0.4370 1.6088
88 H -6.9789 -2.0228 1.2201
89 H -6.1399 -1.5056 2.6842
90 H -4.7749 -1.7856 -0.0310
91 H -4.6626 -2.9917 1.2423
92 H -2.6950 -1.5407 1.4276
93 H -3.7521 -1.3372 2.8040
94 H -3.2064 -0.8981 -1.2905
95 H -5.0465 1.4990 -1.6524
96 H -5.4353 -0.1981 -1.4236
97 H -5.9484 0.3767 -3.7270
98 H -4.5281 -0.6629 -3.7331
99 H -4.6842 2.3453 -4.1380
100 H -3.9884 1.1527 -5.2200
101 H -2.7520 2.5854 -2.9327
102 H -1.9619 1.8063 -4.2811
103 H -1.3110 0.6732 -2.1887
104 H -2.1768 -0.3954 -3.2404
105 C 4.4250 -4.2491 0.7969
106 As 3.1045 -3.1592 -0.1944
107 C 2.5437 -4.5833 -1.4048
108 C 4.4049 -2.1738 -1.3757
109 C 5.2949 -3.0115 -2.2274
110 C 6.5413 -3.4525 -1.7778
111 C 7.3572 -4.2503 -2.5731
112 C 6.9497 -4.6261 -3.8448
113 C 5.7120 -4.1984 -4.3077
114 C 4.8990 -3.4053 -3.5082
115 H 5.0853 -4.8073 0.1301
116 H 3.8731 -4.9440 1.4303
117 H 5.0224 -3.6019 1.4447
118 H 3.3784 -4.9675 -1.9930
119 H 1.7653 -4.1813 -2.0558
120 H 2.1140 -5.3870 -0.8032
121 H 4.9782 -1.5421 -0.6952
122 H 3.7476 -1.5346 -1.9677
123 H 6.8751 -3.1528 -0.7894
124 H 8.3195 -4.5778 -2.1989
125 H 7.5897 -5.2379 -4.4691
126 H 5.3783 -4.4819 -5.2988
127 H 3.9277 -3.0760 -3.8645
128 C 0.9099 -3.5201 -4.9374
129 C 0.7316 -2.0327 -4.6019
130 C -0.6176 -1.5681 -5.1690
131 C 1.8400 -1.2180 -5.2857
132 C 0.7836 -1.8289 -3.1401
133 C 0.8786 -1.6172 -1.9282
134 H 0.8459 -3.6817 -6.0204
135 H 0.1319 -4.1108 -4.4483
136 H 1.8772 -3.8880 -4.5873
137 H -0.6523 -1.7270 -6.2535
138 H -0.7655 -0.5032 -4.9715
139 H -1.4376 -2.1241 -4.7060
140 H 1.7907 -1.3360 -6.3757
141 H 2.8271 -1.5383 -4.9459
142 H 1.7359 -0.1582 -5.0405